Density functional theory data (ωB97M-V/def2-TZVPD) for C13H18ClNO in the gas phase.

Geometry as XYZ:
```
34
Properties=species:S:1:pos:R:3
C 0.57 3.46 -0.63
C 0.10 2.53 0.48
C 0.93 1.25 0.58
C 0.82 0.38 -0.68
N 1.15 -1.01 -0.45
C 2.54 -1.42 -0.49
C 3.19 -1.43 0.89
C 0.23 -1.94 -0.11
O 0.51 -3.10 0.13
C -1.20 -1.46 -0.06
C -1.99 -1.50 -1.21
C -3.31 -1.10 -1.16
C -3.85 -0.67 0.04
Cl -5.50 -0.16 0.10
C -3.09 -0.66 1.19
C -1.76 -1.05 1.14
H 0.01 4.38 -0.61
H 0.45 3.00 -1.61
H 1.63 3.70 -0.50
H -0.95 2.26 0.31
H 0.15 3.05 1.43
H 1.97 1.51 0.76
H 0.57 0.66 1.43
H 1.49 0.76 -1.46
H -0.20 0.44 -1.06
H 2.56 -2.44 -0.90
H 3.08 -0.75 -1.17
H 4.22 -1.78 0.80
H 2.65 -2.11 1.54
H 3.20 -0.44 1.33
H -1.56 -1.83 -2.14
H -3.92 -1.12 -2.05
H -3.52 -0.33 2.13
H -1.17 -1.06 2.04
```

- relative energy (zero: lowest compared OMol25 entry of this formula, charge and spin) (kJ/mol) = 0.0
- highest occupied orbital energy (eV) = -9.14
- LUMO (eV) = 0.79
- SMILES = CCCCN(CC)C(=O)c1ccc(Cl)cc1
- orbital gap (eV) = 9.93

=====

Density functional theory data (ωB97M-V/def2-TZVPD) for C3H5NO2 in the gas phase in a non-equilibrium geometry.

Geometry as XYZ:
```
11
Properties=species:S:1:pos:R:3
O -2.11 -1.54 0.32
C -1.09 -0.93 0.19
N -0.94 0.43 0.28
C 0.35 0.91 -0.05
C 1.10 -0.42 -0.13
O 0.12 -1.45 -0.07
H -1.76 0.99 0.23
H 0.34 1.45 -1.01
H 0.72 1.59 0.72
H 1.81 -0.58 0.70
H 1.45 -0.44 -1.17
```

- relative energy (zero: lowest compared OMol25 entry of this formula, charge and spin) (kJ/mol) = 36.7
- highest occupied orbital energy (eV) = -9.98
- LUMO (eV) = 0.73
- SMILES = O=C1NCCO1
- orbital gap (eV) = 10.71

=====

Density functional theory data (ωB97M-V/def2-TZVPD) for 2 unconnected molecules or ions with the total composition C2H9NS in a non-equilibrium geometry.

Geometry as XYZ:
```
13
Properties=species:S:1:pos:R:3
C 0.90 1.19 -2.03
N 1.75 1.81 -1.06
H 0.93 1.65 -3.02
H 1.07 0.11 -2.19
H -0.15 1.18 -1.70
H 1.26 2.05 -0.21
H 2.57 1.26 -0.86
C -1.17 -2.08 0.83
S -0.79 -0.36 1.20
H -0.93 -2.34 -0.20
H -0.52 -2.73 1.40
H -2.18 -2.34 1.14
H 0.51 -0.49 0.79
```

- relative energy (zero: lowest compared OMol25 entry of this formula, charge and spin) (kJ/mol) = 62.8
- highest occupied orbital energy (eV) = -9.13
- LUMO (eV) = 0.81
- SMILES = CN.CS
- orbital gap (eV) = 9.94

=====

Density functional theory data (ωB97M-V/def2-TZVPD) for a gas-phase ion, C7H11N5 (charge +2) in a non-equilibrium geometry.

Geometry as XYZ:
```
23
Properties=species:S:1:pos:R:3
C -1.41 -0.68 2.49
N -0.80 -0.87 1.24
C -0.65 -1.88 0.40
N 0.09 -1.68 -0.65
C 0.65 -0.39 -0.59
C 1.70 -0.21 0.49
C -0.10 0.18 0.70
N -0.25 1.49 0.90
C 0.27 2.26 0.04
N 0.64 1.89 -1.23
C 0.51 0.59 -1.68
N 0.04 0.28 -2.90
H -1.32 0.37 2.85
H -2.56 -0.79 2.39
H -1.37 -1.40 3.30
H -1.01 -2.89 0.53
H 0.16 -2.25 -1.47
H 1.81 -1.12 0.97
H 2.12 0.74 0.80
H 0.39 3.38 0.22
H 1.07 2.62 -1.89
H 0.03 -0.66 -3.29
H -0.02 1.02 -3.63
```

- relative energy (zero: lowest compared OMol25 entry of this formula, charge and spin) (kJ/mol) = 234.5
- highest occupied orbital energy (spin up / spin down) (eV) = -16.59 / -16.59
- LUMO (spin up / spin down) (eV) = -8.39 / -8.39
- charge = +2
- SMILES = CN1C=[NH+][C@]23C[C@]12N=CNC3=[NH2+]
- orbital gap (spin up / spin down) (eV) = 8.21 / 8.21

=====

Density functional theory data (ωB97M-V/def2-TZVPD) for 2 unconnected molecules or ions with the total composition C19H31B2Br3ClF2N4O10PS2 in a non-equilibrium geometry.

Geometry as XYZ:
```
75
Properties=species:S:1:pos:R:3
C -2.42 4.60 0.45
C -2.68 3.15 -0.22
C -1.40 2.47 -0.92
Cl -0.25 3.86 -1.31
C -0.77 1.20 -0.20
C -1.91 0.09 -0.28
C -2.10 -0.63 -1.70
C -2.94 -0.13 -2.89
C -3.06 -0.92 -4.24
C -2.37 -2.29 -4.42
C -1.55 -2.84 -3.20
C -0.85 -4.27 -3.29
C -1.39 -2.02 -1.87
N 0.58 0.96 -0.79
Br 0.88 0.80 -2.59
C 1.67 1.49 0.08
N 2.94 1.20 -0.20
P 4.18 1.77 0.94
O 4.93 0.45 1.76
O 5.37 2.66 0.07
N 0.94 2.17 1.10
C 1.28 3.37 1.80
Br 2.23 3.11 3.57
C 2.18 4.49 0.99
C 1.37 5.89 0.78
Br 3.75 5.05 2.14
C -0.23 1.30 1.34
B 0.58 -0.04 1.91
O 0.60 -1.30 1.17
O 1.25 -0.05 3.18
C 0.85 -1.19 4.01
B -1.29 1.50 2.54
O -1.96 0.29 3.00
O -1.67 2.73 3.19
C -1.66 2.41 4.63
H -2.35 5.45 -0.31
H -1.56 4.57 1.20
H -3.37 4.83 1.07
H -3.47 3.34 -1.05
H -3.21 2.52 0.57
H -1.77 2.11 -1.96
H -1.77 -0.79 0.46
H -2.97 0.48 0.00
H -3.47 0.87 -2.80
H -3.67 -0.47 -5.10
H -2.45 -2.90 -5.38
H -1.68 -5.02 -3.56
H -0.50 -4.58 -2.24
H -0.04 -4.36 -4.09
H -0.77 -2.50 -1.02
H 3.26 0.64 -1.02
H 4.43 -0.35 1.45
H 5.63 3.45 0.60
H 0.33 3.96 2.10
H 2.51 4.13 -0.04
H 1.88 6.77 1.30
H 1.41 6.11 -0.36
H 0.26 5.81 1.04
H 1.51 -1.45 0.81
H -0.11 -1.70 3.66
H 1.74 -1.93 4.00
H 0.69 -0.76 5.07
H -2.93 0.51 3.07
H -1.41 3.36 5.22
H -2.66 1.98 4.99
H -0.85 1.64 4.91
N 2.26 -8.57 -2.85
S 1.37 -9.79 -2.39
O 0.24 -10.13 -3.22
O 1.21 -10.00 -0.97
F 2.38 -10.99 -2.75
S 1.50 -7.21 -2.69
O 2.13 -6.11 -3.39
O 0.98 -6.86 -1.38
F 0.18 -7.40 -3.55
```

- highest occupied orbital energy (eV) = -8.25
- LUMO (eV) = -2.46
- orbital gap (eV) = 5.78

=====

Density functional theory data (ωB97M-V/def2-TZVPD) for a molecular structure, C19H20ClFN4O3 in a non-equilibrium geometry.

Geometry as XYZ:
```
48
Properties=species:S:1:pos:R:3
C -5.93 -1.05 -2.48
H -5.33 -0.11 -2.74
H -6.67 -1.04 -3.28
H -5.23 -1.89 -2.81
C -6.45 -1.34 -1.28
N -5.43 -1.20 -0.14
C -4.91 -0.15 0.55
C -3.81 -0.48 1.06
C -3.85 -1.87 0.90
N -4.73 -2.29 0.16
C -2.96 -2.72 1.63
H -1.98 -2.70 1.15
H -2.88 -3.00 2.58
H -3.22 -3.82 1.38
C -2.86 0.28 1.90
N -1.73 0.67 1.41
C -1.51 1.76 0.78
O -2.41 2.74 0.91
C -0.17 2.19 -0.11
N 0.36 3.25 0.06
O 1.42 3.02 -0.94
C 1.33 1.88 -1.21
C 0.35 1.23 -0.82
H -0.01 0.17 -0.93
C 2.55 1.53 -2.52
O 3.15 0.12 -1.95
C 3.76 -0.23 -0.77
C 4.08 1.13 0.09
C 4.68 0.67 1.40
C 5.21 -0.62 1.61
C 4.91 -1.51 0.62
C 4.16 -1.38 -0.61
Cl 3.85 -2.58 -1.57
H 5.22 -2.75 0.87
F 5.84 -0.91 2.67
H 5.03 1.70 2.02
H 3.75 1.99 -0.23
H 3.33 2.15 -2.02
H 2.15 1.28 -3.28
H -1.08 0.12 1.20
H -2.45 -0.36 3.06
H -3.47 1.29 2.60
C -5.40 1.32 0.20
H -5.59 1.40 -0.85
H -4.64 2.13 0.40
H -6.04 1.48 0.75
H -6.89 -2.24 -0.93
H -7.04 -0.51 -0.85
```

- relative energy (zero: lowest compared OMol25 entry of this formula, charge and spin) (kJ/mol) = 1976.5
- highest occupied orbital energy (eV) = -8.63
- LUMO (eV) = 0.17
- orbital gap (eV) = 8.80

=====

Density functional theory data (ωB97M-V/def2-TZVPD) for 9 unconnected molecules or ions with the total composition C36H96BFN8O8 in a non-equilibrium geometry.

Geometry as XYZ:
```
150
Properties=species:S:1:pos:R:3
C -2.82 -3.92 -1.53
O -3.92 -3.51 -2.33
C -3.59 -2.57 -3.34
C -3.00 -3.18 -4.62
C -1.54 -3.60 -4.47
N -3.78 -4.33 -5.09
H -2.10 -3.11 -1.38
H -2.32 -4.79 -1.97
H -3.21 -4.22 -0.56
H -4.54 -2.09 -3.61
H -2.94 -1.78 -2.94
H -3.05 -2.41 -5.39
H -1.43 -4.52 -3.91
H -1.10 -3.77 -5.45
H -0.96 -2.82 -3.97
H -4.73 -4.03 -5.28
H -3.89 -4.97 -4.30
C 2.93 -0.24 1.97
O 3.36 0.15 0.68
C 3.44 -0.90 -0.27
C 2.10 -1.27 -0.93
C 1.18 -2.08 -0.03
N 1.37 -0.08 -1.39
H 3.28 -1.24 2.23
H 1.84 -0.19 2.05
H 3.35 0.47 2.68
H 4.11 -0.54 -1.05
H 3.92 -1.78 0.17
H 2.33 -1.89 -1.80
H 0.70 -1.48 0.74
H 0.38 -2.54 -0.62
H 1.73 -2.89 0.46
H 1.95 0.41 -2.07
H 1.32 0.57 -0.61
C -8.48 1.54 -3.44
O -8.48 0.78 -4.63
C -7.70 1.32 -5.69
C -6.20 1.01 -5.60
C -5.46 1.85 -4.56
N -5.95 -0.41 -5.32
H -8.43 2.61 -3.64
H -7.66 1.25 -2.78
H -9.42 1.33 -2.92
H -8.09 0.85 -6.60
H -7.88 2.40 -5.78
H -5.77 1.24 -6.58
H -5.64 1.51 -3.55
H -4.38 1.79 -4.73
H -5.75 2.90 -4.63
H -6.35 -0.97 -6.06
H -6.50 -0.66 -4.50
C -1.04 0.51 8.79
O -2.15 0.89 8.00
C -1.86 1.81 6.96
C -1.29 1.18 5.68
C 0.18 0.78 5.80
N -2.06 0.01 5.26
H -0.32 1.33 8.92
H -0.53 -0.36 8.36
H -1.41 0.22 9.77
H -2.82 2.27 6.71
H -1.21 2.62 7.33
H -1.36 1.93 4.89
H 0.32 -0.13 6.38
H 0.60 0.60 4.81
H 0.77 1.57 6.27
H -3.02 0.29 5.08
H -2.14 -0.61 6.07
C 1.07 3.36 11.45
O 1.69 2.17 10.97
C 2.84 2.38 10.17
C 4.14 2.62 10.96
C 4.24 4.02 11.55
N 4.31 1.64 12.03
H 1.15 4.18 10.73
H 1.50 3.66 12.41
H 0.02 3.14 11.61
H 2.96 1.46 9.59
H 2.66 3.19 9.44
H 4.97 2.51 10.26
H 3.62 4.14 12.44
H 5.27 4.22 11.86
H 3.96 4.78 10.82
H 4.35 0.71 11.63
H 3.46 1.63 12.58
C -0.55 2.47 -3.62
O -1.18 3.66 -3.20
C -0.39 4.50 -2.39
C 0.61 5.39 -3.16
C 1.83 4.63 -3.66
N -0.03 6.08 -4.29
H 0.13 2.08 -2.86
H -0.02 2.62 -4.56
H -1.33 1.72 -3.80
H -1.09 5.16 -1.87
H 0.13 3.91 -1.62
H 0.96 6.15 -2.46
H 1.61 4.02 -4.54
H 2.61 5.33 -3.95
H 2.23 3.98 -2.89
H -0.78 6.66 -3.94
H -0.51 5.37 -4.84
C 5.46 2.26 -3.06
O 4.83 3.46 -2.64
C 5.63 4.29 -1.81
C 6.63 5.18 -2.57
C 7.86 4.43 -3.07
N 6.00 5.87 -3.70
H 6.12 1.86 -2.29
H 6.01 2.41 -3.99
H 4.67 1.53 -3.26
H 4.92 4.94 -1.30
H 6.13 3.69 -1.04
H 6.97 5.94 -1.86
H 7.64 3.83 -3.95
H 8.64 5.14 -3.34
H 8.26 3.77 -2.29
H 5.24 6.46 -3.35
H 5.53 5.17 -4.26
C 2.87 -5.36 -4.04
O 1.69 -5.11 -4.78
C 1.71 -5.59 -6.12
C 1.37 -7.08 -6.27
C 2.52 -8.01 -5.88
N 0.18 -7.45 -5.50
H 3.77 -5.31 -4.67
H 2.83 -6.32 -3.54
H 2.95 -4.59 -3.27
H 0.93 -5.02 -6.63
H 2.66 -5.34 -6.60
H 1.16 -7.26 -7.32
H 2.64 -8.09 -4.80
H 2.33 -9.01 -6.25
H 3.47 -7.66 -6.30
H -0.61 -6.91 -5.83
H 0.32 -7.13 -4.54
C -5.25 -3.35 1.09
C -4.52 -4.23 1.78
B -3.79 -3.79 3.10
C -3.07 -2.37 3.09
C -1.81 -2.32 2.24
F -1.65 -3.43 1.39
H -5.15 -3.33 0.01
H -5.91 -2.67 1.60
H -4.39 -5.25 1.41
H -3.76 -4.45 4.10
H -3.75 -1.60 2.72
H -2.86 -2.14 4.13
H -0.93 -2.30 2.88
H -1.82 -1.43 1.61
```

- highest occupied orbital energy (eV) = -8.69
- LUMO (eV) = 0.26
- SMILES = COC[C@@H](C)N.COC[C@@H](C)N.COC[C@@H](C)N.COC[C@@H](C)N.COC[C@@H](C)N.COC[C@@H](C)N.COC[C@@H](C)N.COC[C@@H](C)N.C=CBCCF
- orbital gap (eV) = 8.95

=====

Density functional theory data (ωB97M-V/def2-TZVPD) for a molecular structure, C39H49Br10F5NO9P in a non-equilibrium geometry.

Geometry as XYZ:
```
114
Properties=species:S:1:pos:R:3
C -1.17 -4.50 6.58
C -1.50 -2.95 6.04
O -0.46 -2.10 6.12
O -2.83 -2.64 5.50
C -3.06 -1.19 5.37
C -2.61 -0.76 3.83
C -3.62 0.37 3.16
C -3.33 0.31 1.51
C -4.68 0.61 0.62
C -5.03 2.20 0.40
C -3.74 3.16 0.10
C -3.23 3.10 -1.49
C -1.57 3.06 -1.49
C -0.70 4.49 -1.51
C 0.94 4.58 -1.50
N 1.77 5.84 -1.54
C 0.96 7.05 -1.97
O 0.42 7.09 -3.20
F 0.68 8.22 -1.08
C 2.90 5.76 -2.56
O 2.74 5.13 -3.74
F 4.25 6.41 -2.36
C 1.76 3.12 -1.42
C 0.99 1.65 -1.40
C -0.68 1.65 -1.46
C -1.39 0.16 -1.48
O -2.58 -0.13 -2.03
C -0.54 -1.09 -0.83
C -1.38 -2.39 -0.29
C -0.66 -3.70 0.39
C -1.67 -4.92 0.88
O -2.62 -5.17 -0.22
C -4.02 -5.05 0.23
F -4.86 -5.12 -1.03
F -4.35 -3.72 0.83
F -4.48 -6.20 1.07
C 0.98 -3.71 0.54
P 1.87 -5.19 1.37
C 1.25 -5.21 3.21
O 1.38 -6.73 0.71
C 1.82 -2.39 -0.04
O 3.31 -2.41 0.11
C 1.12 -1.08 -0.73
C 1.88 0.24 -1.34
O 3.14 0.14 -1.78
H -1.44 -4.66 7.71
H -1.72 -5.33 5.96
H 0.00 -4.75 6.49
H -2.56 -0.54 6.20
H -4.23 -1.03 5.46
H -2.59 -1.78 3.22
H -1.49 -0.37 3.81
H -4.75 0.21 3.43
H -3.28 1.41 3.63
H -3.06 -0.83 1.31
H -2.39 0.93 1.20
H -5.59 0.15 1.25
H -4.70 0.00 -0.41
H -5.72 2.26 -0.57
H -5.71 2.62 1.28
H -4.12 4.28 0.24
H -2.84 3.03 0.85
H -3.71 2.22 -2.10
H -3.52 4.12 -2.04
H -1.32 5.50 -1.56
H 2.96 3.20 -1.37
H -2.57 -2.35 -0.40
H -1.09 -5.94 1.11
H -2.17 -4.55 1.88
H 0.25 -5.83 3.35
H 2.10 -5.55 3.95
H 0.96 -4.08 3.44
H 0.94 -7.22 1.48
H 3.43 -2.04 1.06
Br -2.18 -1.56 -3.10
C -3.23 -2.15 -4.64
C -2.35 -2.80 -5.68
Br -1.36 -1.47 -6.70
H -3.77 -1.27 -5.01
H -3.94 -2.87 -4.24
H -2.96 -3.33 -6.42
H -1.62 -3.49 -5.26
Br -3.68 0.48 -9.04
C -3.11 2.28 -8.56
C -2.73 2.37 -7.10
Br -4.32 2.44 -5.97
H -3.92 2.96 -8.85
H -2.24 2.48 -9.20
H -2.20 3.31 -6.90
H -2.12 1.53 -6.76
Br 6.55 1.89 -0.29
C 7.56 0.25 -0.61
C 6.68 -0.97 -0.45
Br 6.37 -1.37 1.44
H 8.41 0.26 0.07
H 7.91 0.33 -1.64
H 7.18 -1.86 -0.84
H 5.70 -0.87 -0.92
Br 7.16 10.98 -2.23
C 6.62 9.47 -3.35
C 6.95 8.15 -2.69
Br 8.85 7.75 -2.84
H 7.10 9.61 -4.32
H 5.53 9.58 -3.46
H 6.44 7.33 -3.20
H 6.70 8.12 -1.63
Br 2.67 -6.33 6.07
C 3.25 -4.52 6.54
C 3.62 -4.43 8.01
Br 2.04 -4.37 9.14
H 2.44 -3.84 6.26
H 4.11 -4.33 5.91
H 4.15 -3.50 8.21
H 4.23 -5.28 8.35
```

- highest occupied orbital energy (eV) = -7.42
- LUMO (eV) = -2.07
- orbital gap (eV) = 5.35

=====

Density functional theory data (ωB97M-V/def2-TZVPD) for a molecular structure, C4H9NOS in a non-equilibrium geometry.

Geometry as XYZ:
```
16
Properties=species:S:1:pos:R:3
C -0.44 -0.44 0.44
N -0.85 -0.43 -0.82
C -0.97 -1.68 -1.51
O -0.85 -1.79 -2.68
C -0.63 0.78 1.25
C 0.34 1.51 1.77
S 2.03 0.68 -1.39
H -0.79 -1.31 0.99
H 0.91 -0.55 0.24
H -0.40 0.27 -1.44
H -1.22 -2.50 -0.81
H -1.65 0.97 1.60
H 1.48 -0.93 0.54
H 0.17 2.34 2.45
H 1.37 1.36 1.44
H 1.50 1.72 -2.05
```

- relative energy (zero: lowest compared OMol25 entry of this formula, charge and spin) (kJ/mol) = 600.8
- highest occupied orbital energy (eV) = -7.30
- LUMO (eV) = -1.76
- orbital gap (eV) = 5.54

=====

So what do the calculations give for calculated total energy? Going down the list: -29833.821 -8777.314 -14544.643 -14868.381 -307031.074 -47349.075 -70576.724 -784423.192 -18661.300 eV.